Entry 1:
Density functional theory data (ωB97M-V/def2-TZVPD) for a molecular structure, C17H16MgN4O5S.

XYZ file:
```
44
Properties=species:S:1:pos:R:3:forces:R:3
Mg -0.2173 -0.1160 -0.2279 -0.23 -0.19 -0.06
O -1.4295 1.9129 3.2168 0.08 -0.06 -0.06
C -0.7416 1.3525 2.2321 0.01 -0.06 0.02
O -1.2869 0.8869 1.2513 0.06 0.13 0.01
C 0.7499 1.4122 2.4697 -0.05 0.03 0.03
O 1.4819 0.8083 1.4457 -0.02 0.01 0.04
C 2.2195 -0.3666 1.8534 0.06 0.22 -0.07
C 1.4043 -1.6567 1.7043 -0.10 -0.05 0.09
O 1.8148 -2.6338 2.3066 0.01 0.02 -0.06
O 0.3821 -1.5580 0.9456 0.10 0.00 0.08
H -2.3710 1.8265 3.0035 -0.10 0.02 0.03
H 0.9470 0.9657 3.4485 -0.02 -0.01 0.00
H 1.0038 2.4759 2.5459 0.03 -0.01 -0.01
H 2.5712 -0.2459 2.8781 0.00 -0.06 0.00
H 3.0895 -0.4158 1.1983 -0.02 -0.02 -0.02
N -0.4991 -3.6141 -2.6006 -0.03 0.02 0.01
C -0.3864 -2.3299 -2.2114 0.13 -0.06 -0.05
S -1.8039 -1.5602 -1.5634 0.27 0.08 -0.01
N 0.8163 -1.7940 -2.4564 -0.40 0.24 0.25
N 0.8721 -0.5375 -1.9702 0.18 -0.31 -0.25
C 1.7208 0.3081 -2.4241 0.04 0.37 0.09
C 2.7302 0.0188 -3.4708 -0.03 -0.02 0.00
C 3.7324 -0.9150 -3.2279 0.01 -0.04 0.00
C 4.6844 -1.1847 -4.1980 -0.02 0.02 -0.02
C 4.6359 -0.5312 -5.4224 0.01 0.00 0.01
C 3.6308 0.3906 -5.6756 -0.02 -0.01 0.02
C 2.6816 0.6655 -4.7013 0.02 0.01 -0.04
C 1.5553 1.6860 -1.8804 -0.05 -0.25 -0.05
C 2.4051 2.7265 -2.2366 0.04 0.06 0.00
C 2.1466 4.0019 -1.7672 0.05 0.04 -0.03
C 1.0439 4.2171 -0.9583 -0.05 -0.06 0.04
C 0.2651 3.1210 -0.6280 -0.05 -0.05 0.08
N 0.5071 1.8873 -1.0576 0.09 -0.03 -0.06
H -1.3251 -4.1255 -2.3529 0.00 0.00 0.01
H 0.3419 -4.1047 -2.8540 -0.02 -0.01 -0.02
H 3.7506 -1.4426 -2.2830 -0.01 0.01 0.01
H 5.4603 -1.9131 -4.0024 0.01 0.00 0.00
H 5.3778 -0.7447 -6.1809 0.00 -0.01 0.00
H 3.5808 0.8920 -6.6333 0.00 0.00 0.00
H 1.8906 1.3786 -4.9017 0.00 0.00 0.00
H 3.2506 2.5298 -2.8795 0.01 0.00 0.01
H 2.7991 4.8222 -2.0374 0.00 0.00 0.00
H 0.7889 5.1977 -0.5839 0.01 0.01 -0.01
H -0.6028 3.2333 0.0130 0.00 0.03 -0.01
```
Forces are in eV/Å.

Computed properties:
Energy above the lowest of the compared OMol25 structures with the same formula, charge and spin (kcal per mole): 0.0
Total energy (a.u.): -1851.0895
E_HOMO (eV): -7.6
Maximum force (eV/Å): 0.5
Charge: 0
Frontier orbital gap (eV): 7.28

Atom charges from the natural (NBO) analysis, given in e for atoms 1 to 2:
1 Mg 1.736
2 O -0.648



Entry 2:
Density functional theory data (ωB97M-V/def2-TZVPD) for a molecular structure, C17H17AsF6I2N2ORuS2.

XYZ file:
```
49
Properties=species:S:1:pos:R:3:forces:R:3
Ru -0.2605 -0.1301 -0.2273 -0.84 0.06 -1.73
I 4.7142 2.1674 4.6124 0.17 0.09 0.08
C 3.1372 1.2136 3.7452 -0.19 -0.08 -0.10
C 3.0352 -0.1810 3.8289 0.01 0.02 -0.02
C 1.9891 -0.8229 3.2216 0.01 0.23 0.06
I 1.8401 -2.8658 3.2598 -0.05 -0.13 -0.02
C 1.0164 -0.0706 2.4582 -0.22 0.23 -0.09
O 0.1115 -0.6648 1.8108 0.81 -0.21 0.01
C 1.1113 1.3800 2.4408 0.07 -0.07 -0.05
C 0.0634 2.2037 1.7271 0.15 -0.05 0.00
N 0.0663 1.9183 0.2715 -0.07 0.02 0.64
C -0.8093 2.8018 -0.5173 0.05 0.01 -0.04
C -1.3375 2.1209 -1.7540 0.00 -0.03 0.04
C -2.0223 2.8487 -2.7136 0.02 0.01 0.00
C -2.5631 2.1951 -3.8039 -0.02 -0.01 -0.01
C -2.3954 0.8225 -3.9113 -0.03 0.01 -0.02
C -1.7019 0.1597 -2.9238 0.13 0.05 -0.01
N -1.1768 0.7914 -1.8618 0.44 0.18 -0.04
C 2.1592 1.9806 3.0611 0.03 -0.02 0.06
H 3.7962 -0.7466 4.3484 -0.01 0.01 0.01
H 0.2760 3.2595 1.9120 -0.04 0.02 -0.01
H -0.9350 1.9796 2.1055 -0.01 -0.03 0.03
H 1.0324 2.0399 -0.0478 -0.02 -0.05 -0.06
H -0.2731 3.7080 -0.8071 -0.04 0.06 0.05
H -1.6520 3.1069 0.1070 -0.03 -0.05 0.01
H -2.1302 3.9186 -2.5932 0.00 -0.01 -0.01
H -3.1134 2.7449 -4.5555 0.04 0.00 -0.01
H -2.7907 0.2673 -4.7493 -0.01 0.00 0.01
H -1.5381 -0.9073 -2.9719 -0.01 0.00 -0.01
H 2.2685 3.0572 3.0284 -0.01 -0.01 0.02
C -3.3781 -3.3343 0.6136 -0.02 0.03 -0.06
C -2.2185 -2.5314 0.1174 -0.20 0.03 0.17
S -2.2287 -0.8897 0.3000 -0.62 0.02 0.51
C -1.1269 -3.1404 -0.5732 0.25 0.07 -0.13
C -1.0820 -4.6126 -0.8293 -0.02 0.02 -0.07
S 0.0433 -2.1250 -1.1432 0.11 -0.40 0.59
H -4.1206 -2.7024 1.0962 0.02 0.01 -0.01
H -3.0294 -4.0749 1.3366 0.00 0.00 -0.01
H -3.8551 -3.8750 -0.2062 0.03 -0.02 0.00
H -1.9518 -4.9421 -1.4016 -0.01 0.01 0.02
H -1.0923 -5.1543 0.1189 0.01 0.00 0.00
H -0.1809 -4.8848 -1.3741 -0.01 0.00 0.00
F 1.6274 0.6378 -1.5985 -0.21 -0.02 -0.09
As 3.2644 0.2661 -0.9619 0.21 0.12 0.11
F 2.3623 -0.6761 0.2225 0.29 -0.09 0.23
F 3.0144 1.6649 0.0787 -0.08 0.03 0.02
F 4.7389 -0.0737 -0.1785 -0.01 -0.04 0.00
F 3.9579 1.2672 -2.1528 -0.01 0.01 -0.03
F 3.3380 -1.1158 -1.9657 -0.05 -0.02 -0.05
```
Forces are in eV/Å.

Computed properties:
Energy above the lowest of the compared OMol25 structures with the same formula, charge and spin (kcal per mole): 5.4
Total energy (a.u.): -5164.2984
E_HOMO (alpha / beta) (eV): -11.4 / -11.5
Maximum force (eV/Å): 1.9
Charge: +1
Frontier orbital gap (alpha / beta) (eV): 6.29 / 5.80
Spin multiplicity: 2

Atom charges from the natural (NBO) analysis, given in e for atoms 1 to 2:
1 Ru 0.408
2 I 0.341



Entry 3:
Density functional theory data (ωB97M-V/def2-TZVPD) for a single C17H17Br3O5 molecule.

XYZ file:
```
42
Properties=species:S:1:pos:R:3:forces:R:3
C -0.8283 1.2583 4.2594 -0.90 0.13 -0.31
C -1.6262 2.4799 3.8076 0.76 1.05 -0.69
C -2.3129 2.3603 2.4425 0.54 0.22 -0.83
O -1.3689 1.9425 1.4377 0.26 -0.28 0.60
C -1.7951 1.7418 0.0747 0.52 -0.52 1.79
C -0.5318 1.6607 -0.7354 0.02 0.37 -0.49
C -0.3503 2.7369 -1.5929 1.41 -0.10 -1.45
C 0.7764 2.8323 -2.4274 -0.06 -0.11 0.45
O 1.0028 3.8618 -3.2845 -0.34 0.16 0.04
C 1.7572 1.8501 -2.3659 0.29 -1.17 0.49
O 2.8563 1.9530 -3.1607 0.03 0.21 -0.29
C 1.5916 0.7788 -1.5044 -1.55 -0.47 1.29
Br 3.0035 -0.5349 -1.4612 -0.38 0.48 -0.03
C 0.4211 0.6385 -0.6696 0.88 0.22 -0.41
C 0.2716 -0.5337 0.2862 0.90 -0.24 -0.53
C 0.3746 -1.9164 -0.3622 -0.28 -0.54 -0.18
C 1.2390 -2.8207 0.2884 -0.86 0.06 -0.92
C 1.4567 -4.0827 -0.2077 -0.16 -0.82 -0.70
O 2.3382 -4.9362 0.3817 -0.01 -1.18 -1.58
C 0.7766 -4.5316 -1.3575 -1.00 0.65 -0.58
O 1.0328 -5.7632 -1.9001 0.08 0.06 0.40
C -0.1782 -3.6823 -1.9219 -0.19 0.01 -0.47
Br -1.2435 -4.3699 -3.3755 0.51 0.01 0.40
C -0.3796 -2.3697 -1.4953 1.17 0.55 1.28
Br -1.4931 -1.2002 -2.5151 0.19 -0.26 0.52
H -0.0306 1.0330 3.5498 -0.07 -0.02 0.12
H -1.5242 0.4055 4.3194 0.47 0.05 0.14
H -0.4157 1.4911 5.2364 0.15 -0.32 0.12
H -0.9357 3.3577 3.7746 -0.39 -0.55 -0.11
H -2.3847 2.7718 4.5383 -0.09 -0.24 0.00
H -3.1316 1.6556 2.4974 -0.40 -0.39 -0.01
H -2.7127 3.3369 2.1236 -0.10 -0.14 0.24
H -2.3989 2.5838 -0.1903 -0.34 0.65 -0.60
H -2.4201 0.8534 -0.0121 -0.03 -0.32 0.05
H -1.1144 3.4679 -1.7387 -0.34 0.49 0.19
H 1.8634 3.6996 -3.7003 -0.17 0.09 -0.02
H 3.3647 1.1186 -3.1260 -0.26 0.44 0.07
H 1.0745 -0.4387 1.0542 -0.49 -0.22 -0.50
H -0.6520 -0.5383 0.8364 -0.55 0.55 0.12
H 1.7832 -2.5471 1.1711 0.16 0.30 0.22
H 2.3968 -5.6727 -0.3028 0.25 0.84 1.54
H 0.4474 -5.9315 -2.6721 0.37 0.32 0.62
```
Forces are in eV/Å.

Computed properties:
Total energy (a.u.): -8756.2317
E_HOMO (eV): -8.3
Structure (SMILES): CCCOCc1cc(O)c(O)c(Br)c1Cc1cc(O)c(O)c(Br)c1Br
Maximum force (eV/Å): 2.1
Charge: 0
Frontier orbital gap (eV): 8.58

Atom charges from the natural (NBO) analysis, given in e for atoms 1 to 2:
1 C -0.607
2 C -0.407



Entry 4:
Density functional theory data (ωB97M-V/def2-TZVPD) for a molecular structure, C17H17BrN3O3Pt.

XYZ file:
```
42
Properties=species:S:1:pos:R:3:forces:R:3
Pt -0.4826 -0.4614 0.6610 0.10 0.12 -0.12
N -4.4487 -0.6405 1.2949 -0.01 0.01 0.00
C -3.1683 -0.8799 1.1892 -0.01 -0.02 0.04
O -2.3744 0.0927 0.9179 0.00 -0.05 0.00
C -2.5761 -2.2281 1.4041 0.00 -0.02 -0.04
C -1.2628 -2.2937 0.6168 0.00 0.01 0.12
H -4.8095 0.2966 1.1790 0.00 0.00 -0.01
H -5.1021 -1.3782 1.5124 0.00 0.00 -0.01
H -3.2640 -3.0328 1.1401 -0.01 0.01 0.00
H -2.3829 -2.3089 2.4779 0.00 0.00 0.00
H -1.4255 -2.5338 -0.4355 -0.02 0.02 -0.01
H -0.5530 -2.9975 1.0523 -0.01 -0.01 0.00
C 0.5060 0.8987 -3.3041 0.00 -0.01 -0.04
O 0.6356 1.3319 -1.9055 0.00 -0.03 0.06
C 1.0465 2.5050 -1.6180 0.01 0.04 -0.03
C 1.4115 3.4968 -2.5117 -0.02 -0.02 0.06
C 1.8636 4.6984 -1.9994 0.00 -0.02 -0.02
Br 2.3595 6.0400 -3.1226 0.01 0.03 -0.02
C 1.9872 4.9670 -0.5702 -0.01 0.00 0.02
C 1.6536 4.0582 0.3640 -0.02 -0.02 -0.02
C 1.1034 2.7441 -0.1015 0.14 0.18 0.05
O 0.7141 1.8946 0.6613 -0.13 -0.17 -0.02
C 1.8062 4.3241 1.7922 0.00 -0.03 0.02
N 1.4306 3.5302 2.8015 -0.01 0.01 -0.04
C 1.7466 4.1168 4.0127 0.00 0.00 0.01
C 1.5641 3.6944 5.3300 -0.01 -0.01 -0.01
C 2.0174 4.5538 6.3005 0.01 0.02 0.00
C 2.6317 5.7908 5.9860 -0.01 -0.02 0.02
C 2.8130 6.2098 4.6906 0.00 0.00 -0.01
C 2.3523 5.3383 3.7042 0.00 0.00 0.01
N 2.3655 5.4202 2.3233 0.00 0.01 -0.02
H -0.2177 1.5388 -3.8040 0.00 0.00 0.01
H 0.1472 -0.1208 -3.2444 -0.01 0.00 0.00
H 1.4851 0.9387 -3.7770 0.00 0.01 0.01
H 1.3585 3.3464 -3.5797 0.00 -0.01 -0.02
H 2.3645 5.9466 -0.3095 -0.01 0.00 -0.01
H 0.9773 2.6382 2.6693 0.00 -0.02 0.01
H 1.0977 2.7508 5.5754 0.00 0.00 0.00
H 1.9054 4.2817 7.3410 0.00 0.00 0.00
H 2.9681 6.4226 6.7966 0.00 0.00 0.00
H 3.2832 7.1546 4.4557 0.00 0.00 0.00
H 2.7595 6.1937 1.8086 0.01 0.00 0.00
```
Forces are in eV/Å.

Computed properties:
Energy above the lowest of the compared OMol25 structures with the same formula, charge and spin (kcal per mole): 0.0
Total energy (a.u.): -3740.2735
E_HOMO (alpha / beta) (eV): -17.4 / -17.4
Maximum force (eV/Å): 0.2
Charge: +3
Frontier orbital gap (alpha / beta) (eV): 4.95 / 4.94

Atom charges from the natural (NBO) analysis, given in e for atoms 1 to 2:
1 Pt 0.740
2 N -0.705



Entry 5:
Density functional theory data (ωB97M-V/def2-TZVPD) for a molecular structure, C17H17ClO3SW.

XYZ file:
```
40
Properties=species:S:1:pos:R:3:forces:R:3
C 2.0608 -2.1825 -0.6609 -0.08 -0.66 0.52
C 1.8488 -2.8465 -1.8896 0.60 -1.61 0.38
C 0.6111 -2.4613 -2.4390 -1.05 -1.03 1.10
H 2.4170 -3.7074 -2.2496 0.25 0.85 -0.20
C -0.0556 -1.6603 -1.4443 0.99 -0.83 0.60
C 0.8768 -1.4349 -0.3654 -0.17 -0.73 -1.50
H 0.7207 -0.8048 0.4716 -0.31 0.45 0.66
H 2.9411 -2.3830 -0.0632 -0.19 0.49 0.12
H 0.2599 -2.9554 -3.3319 -0.44 0.45 0.05
H -1.0974 -1.4078 -1.4213 -0.34 0.93 -0.15
W 1.8937 -0.6972 -2.3532 -1.46 2.65 -2.20
Cl 4.1523 -0.8373 -2.6972 0.40 -0.37 0.33
C 0.9198 1.5406 -3.6815 1.14 -0.68 0.15
C -0.2948 0.8754 -4.0021 0.05 -0.62 0.17
C 0.0117 -0.3703 -4.6081 0.53 0.36 -0.05
H -1.3007 1.2933 -3.8641 0.56 -0.34 0.14
C 1.4376 -0.5199 -4.6671 0.23 0.76 0.25
C 2.0240 0.7087 -4.1124 -0.58 0.14 -0.25
H 3.0755 0.9871 -4.1580 -0.51 0.12 -0.28
H 1.0347 2.5605 -3.2984 -0.18 -0.62 0.02
H -0.7078 -1.0733 -5.0393 0.28 0.28 0.42
H 1.9966 -1.2813 -5.2108 -0.24 0.25 0.13
C -0.0732 1.2844 6.0253 0.29 -0.04 0.24
C -0.5934 1.0132 4.6363 0.11 0.00 -0.56
C -1.2392 -0.1536 4.2013 -0.12 0.19 0.21
C -1.9853 -0.1502 3.0166 1.02 0.54 0.39
C -1.9487 0.9754 2.1920 -0.71 -0.37 -0.08
C -1.1786 2.0874 2.5259 -0.25 -0.69 -0.08
C -0.4898 2.0691 3.7345 0.01 0.18 -0.03
S -3.0673 0.9085 0.7453 2.64 0.19 0.97
O -2.8201 -0.4176 0.1923 -0.03 -0.60 -0.45
O -4.3475 1.1144 1.3247 -1.76 0.04 0.28
O -2.5512 1.9775 -0.0753 0.04 0.67 -1.00
H -0.8972 1.3137 6.7524 0.17 -0.01 -0.21
H 0.6777 0.5919 6.4201 -0.15 -0.18 -0.22
H 0.3980 2.2766 6.0148 -0.15 -0.24 0.18
H -1.1201 -1.0450 4.8115 -0.49 0.01 0.05
H -2.5879 -0.9804 2.6905 0.05 -0.33 0.08
H -1.1907 2.9276 1.8466 0.22 0.08 0.01
H 0.1890 2.8648 4.0313 -0.39 0.31 -0.18
```
Forces are in eV/Å.

Computed properties:
Total energy (a.u.): -1809.0436
E_HOMO (alpha / beta) (eV): -7.8 / -7.8
Maximum force (eV/Å): 3.7
Charge: 0
Frontier orbital gap (alpha / beta) (eV): 4.65 / 4.75
Spin multiplicity: 3

Atom charges from the natural (NBO) analysis, given in e for atoms 1 to 2:
1 C -0.303
2 C -0.303